# 1
Here is a structure of composition C19H23N6O4S2Tc from OMol25. Energies are from ωB97M-V/def2-TZVPD.

ORCA input file:
```
! wB97M-V def2-TZVPD RIJCOSX def2/J DEFGRID3
* xyz 3 2
Tc -0.02 1.29 0.63
C 0.96 2.38 4.99
C 0.66 2.02 3.63
N 0.41 1.73 2.55
H 0.26 1.88 5.66
H 0.87 3.47 5.10
H 1.98 2.07 5.23
C 4.16 0.56 0.30
N 3.48 -0.36 -0.62
C 4.27 -1.40 -1.31
C 3.38 -2.57 -1.66
C 2.19 -2.08 -2.46
N 1.52 -0.98 -1.73
C 0.14 -0.68 -2.11
C 2.19 -0.23 -0.87
O 1.55 0.74 -0.24
H 5.23 0.43 0.16
H 3.92 0.32 1.34
H 3.91 1.59 0.08
H 5.06 -1.70 -0.63
H 4.74 -0.96 -2.19
H 3.05 -3.07 -0.75
H 3.94 -3.30 -2.25
H 1.45 -2.88 -2.58
H 2.48 -1.72 -3.44
H 0.00 -0.97 -3.15
H -0.06 0.39 -2.06
H -0.56 -1.24 -1.49
S -0.11 3.38 -0.35
C -1.74 3.35 -1.06
N -2.76 3.77 -0.29
C -4.02 3.88 -0.76
C -4.25 3.57 -2.08
C -3.15 3.17 -2.84
N -1.92 3.05 -2.32
H -2.57 4.04 0.67
H -4.78 4.22 -0.07
H -5.23 3.65 -2.51
H -3.25 2.94 -3.89
O -3.57 -2.69 0.06
S -4.70 -1.60 0.65
O -4.74 -1.71 2.08
N -3.75 -0.14 0.38
C -2.52 -0.25 0.61
O -1.79 0.94 0.53
C -1.72 -1.44 0.86
C -0.40 -1.42 1.33
C 0.32 -2.59 1.44
C -0.27 -3.80 1.08
C -1.58 -3.84 0.64
C -2.31 -2.66 0.54
H 0.05 -0.51 1.76
H 1.33 -2.58 1.85
H 0.29 -4.72 1.19
H -2.06 -4.78 0.37
*
```

**Strongest force on any atom**: 0.016 Eh/bohr
**<S²>**: 0.756
**E_LUMO (spin up / spin down)**: -11.10 / -11.31 eV
**HOMO-LUMO gap (spin up / spin down)**: 0.237 / 0.228 hartree



# 2
Here is the molecule C21H30N2O4 from OMol25. Energies are from ωB97M-V/def2-TZVPD.

ORCA input file:
```
! wB97M-V def2-TZVPD RIJCOSX def2/J DEFGRID3
* xyz 0 1
C 7.26 0.98 1.32
C 6.21 0.21 0.59
C 6.12 -1.11 0.27
C 4.90 -1.27 -0.43
C 4.34 -0.03 -0.49
C 3.05 0.45 -1.09
N 1.93 -0.26 -0.49
C 1.74 0.03 0.92
C 0.99 1.34 1.18
N -0.28 1.30 0.50
C -1.14 2.43 0.81
C -2.53 2.21 0.29
C -3.24 3.22 -0.33
C -4.53 2.98 -0.79
C -5.10 1.74 -0.65
C -4.39 0.71 -0.03
O -5.03 -0.49 0.05
C -4.37 -1.57 0.67
C -5.30 -2.78 0.62
O -4.65 -3.85 1.24
C -3.11 0.95 0.45
C -0.05 1.18 -0.93
C 0.67 -0.14 -1.24
C -0.24 -1.34 -0.96
C 0.42 -2.66 -1.38
O 1.52 -3.01 -0.57
O 5.13 0.87 0.13
H 7.67 1.76 0.68
H 8.06 0.31 1.62
H 6.83 1.45 2.21
H 6.83 -1.88 0.51
H 4.50 -2.18 -0.83
H 3.00 1.54 -0.96
H 3.05 0.23 -2.16
H 2.72 0.06 1.40
H 1.18 -0.79 1.37
H 0.82 1.44 2.26
H 1.61 2.21 0.86
H -0.73 3.38 0.42
H -1.17 2.52 1.91
H -2.79 4.20 -0.45
H -5.08 3.78 -1.27
H -6.09 1.53 -1.01
H -4.12 -1.35 1.71
H -3.44 -1.82 0.14
H -6.24 -2.52 1.14
H -5.54 -3.01 -0.43
H -5.22 -4.63 1.22
H -2.53 0.19 0.93
H -1.02 1.19 -1.44
H 0.55 2.03 -1.31
H 0.93 -0.15 -2.30
H -0.50 -1.38 0.09
H -1.16 -1.21 -1.54
H -0.30 -3.48 -1.28
H 0.73 -2.60 -2.43
H 2.06 -2.20 -0.48
*
```

**Strongest force on any atom**: 0.017 Eh/bohr
**SMILES**: Cc1ccc(CN2CCN(Cc3cccc(OCCO)c3)C[C@@H]2CCO)o1
**E_LUMO**: 0.76 eV
**HOMO-LUMO gap**: 0.331 hartree



# 3
Here is a cluster of 9 separate species, C27H67N4O11 in total from OMol25. Energies are from ωB97M-V/def2-TZVPD.

ORCA input file:
```
! wB97M-V def2-TZVPD RIJCOSX def2/J DEFGRID3
* xyz -1 1
N -0.01 2.18 1.23
O 0.65 2.85 0.43
O -0.95 2.72 1.88
O 0.25 0.99 1.38
C -3.44 3.98 -5.53
C -2.87 2.87 -4.67
C -1.37 2.97 -4.56
C -0.74 2.02 -3.52
C -1.42 2.33 -2.19
C -2.93 2.14 -2.22
N -3.46 2.92 -3.35
O -4.87 2.81 -3.44
C -3.25 0.65 -2.25
C -3.47 2.76 -0.95
C -3.22 1.52 -5.39
H -3.17 3.81 -6.57
H -3.12 4.97 -5.19
H -4.52 3.96 -5.44
H -0.88 2.86 -5.53
H -1.06 3.98 -4.24
H 0.32 2.26 -3.46
H -0.86 0.98 -3.84
H -1.10 3.33 -1.89
H -1.01 1.64 -1.44
H -3.11 0.25 -1.24
H -4.31 0.45 -2.45
H -2.69 0.09 -2.99
H -3.25 3.83 -0.90
H -4.53 2.58 -0.76
H -2.94 2.36 -0.08
H -4.29 1.31 -5.35
H -2.64 0.69 -5.00
H -2.94 1.61 -6.44
H -5.20 3.58 -2.97
C -1.07 -3.21 4.52
C -0.10 -2.78 3.39
C 0.57 -4.02 2.83
C -0.28 -4.82 1.84
C -0.96 -3.89 0.83
C -1.71 -2.70 1.42
N -0.79 -2.06 2.32
O -1.29 -0.83 2.81
C -1.97 -1.76 0.25
C -3.06 -3.17 1.99
C 0.95 -1.86 3.99
H -0.53 -3.78 5.29
H -1.81 -3.90 4.12
H -1.58 -2.36 4.97
H 1.45 -3.68 2.26
H 0.91 -4.69 3.62
H -1.01 -5.40 2.42
H 0.34 -5.53 1.29
H -1.59 -4.43 0.12
H -0.11 -3.46 0.27
H -2.46 -0.83 0.55
H -1.02 -1.44 -0.19
H -2.56 -2.27 -0.51
H -3.86 -3.14 1.25
H -3.02 -4.22 2.32
H -3.36 -2.60 2.88
H 1.35 -1.17 3.24
H 1.80 -2.44 4.35
H 0.53 -1.25 4.79
H -0.67 -0.16 2.46
C 5.97 -0.25 0.90
C 4.89 -1.28 0.75
C 4.17 -1.38 2.11
C 2.83 -2.12 2.03
C 1.96 -1.43 0.99
C 2.60 -1.35 -0.38
N 3.91 -0.73 -0.21
O 4.53 -0.58 -1.49
C 2.60 -2.72 -1.04
C 1.72 -0.45 -1.23
C 5.45 -2.65 0.34
H 6.61 -0.10 0.03
H 6.60 -0.51 1.76
H 5.50 0.70 1.17
H 4.86 -1.89 2.79
H 3.98 -0.36 2.47
H 2.30 -2.09 2.98
H 2.96 -3.17 1.76
H 1.66 -0.44 1.34
H 1.00 -1.98 0.91
H 3.18 -2.70 -1.97
H 3.09 -3.49 -0.45
H 1.57 -3.00 -1.27
H 1.72 0.58 -0.88
H 2.08 -0.39 -2.27
H 0.69 -0.81 -1.27
H 4.84 -3.47 0.71
H 6.48 -2.78 0.70
H 5.48 -2.72 -0.75
H 4.62 0.38 -1.59
O 0.07 4.12 4.19
H -0.60 4.66 4.61
H -0.39 3.69 3.45
O 3.31 2.09 0.41
H 3.30 1.12 0.41
H 2.39 2.27 0.64
O -3.41 1.39 2.69
H -2.71 1.97 2.34
H -3.00 0.52 2.68
O -1.26 5.27 0.39
H -1.90 5.03 1.07
H -0.70 4.48 0.33
O 1.10 4.81 -1.80
H 1.96 5.17 -2.05
H 1.30 4.19 -1.08
*
```

**Strongest force on any atom**: 0.057 Eh/bohr
**E_LUMO**: 2.44 eV
**HOMO-LUMO gap**: 0.309 hartree



# 4
Here is a structure of composition C10H29Hg2NO11 from OMol25. Energies are from ωB97M-V/def2-TZVPD.

ORCA input file:
```
! wB97M-V def2-TZVPD RIJCOSX def2/J DEFGRID3
* xyz 2 1
Hg 2.90 -2.95 -1.45
Hg 0.39 -1.23 -3.71
C 0.75 -1.29 -0.89
O 0.57 -0.23 -1.49
O 1.67 -1.43 -0.08
O 0.60 -2.27 -1.60
C 1.71 2.21 -4.32
O 0.92 1.16 -3.88
H 1.54 2.28 -5.39
H 1.38 3.07 -3.74
H 2.78 2.12 -4.17
H 0.74 1.33 -2.95
C 1.00 3.18 0.09
O 1.21 2.56 -1.11
H 0.02 2.84 0.44
H 1.70 2.79 0.83
H 1.00 4.27 0.09
H 0.98 1.64 -0.96
C -2.63 -1.33 -2.44
O -1.85 -0.66 -3.39
H -2.62 -0.82 -1.48
H -3.66 -1.53 -2.74
H -2.17 -2.32 -2.42
H -2.34 0.08 -3.76
C 0.27 -3.31 2.51
O 1.36 -2.49 2.42
H 0.22 -3.93 1.62
H 0.39 -3.99 3.36
H -0.64 -2.75 2.72
H 1.45 -2.18 1.52
C 4.09 0.79 0.19
N 5.03 -0.34 -0.05
O 6.02 -0.43 0.67
O 4.63 -1.23 -0.82
H 4.68 1.69 0.05
H 3.58 0.76 1.15
H 3.30 0.82 -0.56
C -3.01 2.60 3.70
O -3.02 1.68 2.64
C -1.82 0.93 2.47
C -2.14 -0.19 1.43
O -2.76 -1.26 2.12
C -2.98 -2.44 1.31
H -3.86 3.26 3.56
H -2.15 3.26 3.64
H -3.19 2.21 4.70
H -1.61 0.43 3.41
H -0.95 1.42 2.04
H -1.37 -0.49 0.73
H -2.96 0.08 0.77
H -3.81 -2.27 0.62
H -3.30 -3.34 1.83
H -2.08 -2.77 0.79
*
```

**Strongest force on any atom**: 0.215 Eh/bohr
**E_LUMO**: -11.80 eV
**HOMO-LUMO gap**: 0.075 hartree



> Among the records above, which one has the highest strongest force on any atom?

C10H29Hg2NO11



> The highest strongest force on any atom belongs to which entry?

C10H29Hg2NO11